72
Properties=species:S:1:pos:R:3:forces:R:3:mulliken_charge:R:1 method="wB97M-V/def2-TZVPD" total_charge=+1 s2=2.280 homo_lumo_gap_ev="5.7 / 6.4" multiplicity=3 e_above_lowest_kcal_mol=0.0
Mo 1.1182 0.3788 1.9802 0.0 -0.1 0.0 -0.6387
Br -1.2432 3.2302 -0.6741 0.0 0.0 0.0 -0.0857
C -1.2880 2.6980 -2.5236 0.0 0.0 0.0 -0.7916
Br -1.1398 0.7885 -2.7748 0.0 0.0 0.0 -0.0068
H -0.4486 3.1624 -3.0241 0.0 0.0 0.0 0.4602
H -2.2339 3.0112 -2.9445 0.0 0.0 0.0 0.5043
C 1.0830 -3.8084 4.1290 0.0 0.0 0.0 -1.4730
C 1.4285 -2.4338 3.6371 0.0 0.0 0.0 0.7376
S 0.1753 -1.3489 3.2672 0.0 0.0 0.0 -0.2978
C 2.7268 -1.9950 3.5264 0.0 0.0 0.0 0.6876
C 3.9023 -2.8404 3.9143 0.0 0.0 0.0 -1.4410
S 3.0197 -0.3843 3.0395 0.0 0.0 0.0 -0.1585
H 0.0124 -3.9111 4.2891 0.0 0.0 0.0 0.4662
H 1.5986 -4.0286 5.0649 0.0 0.0 0.0 0.3587
H 1.3887 -4.5603 3.3982 0.0 0.0 0.0 0.3307
H 3.8091 -3.1841 4.9460 0.0 0.0 0.0 0.3368
H 4.8365 -2.2927 3.8144 0.0 0.0 0.0 0.4614
H 3.9542 -3.7253 3.2766 0.0 0.0 0.0 0.3276
S 2.1325 2.5148 2.7317 0.0 0.0 0.0 -0.2964
C 2.3003 2.7296 1.0150 0.0 0.0 0.0 0.5281
C 2.8044 3.8369 0.3397 0.0 0.0 0.0 -0.7340
C 2.8947 3.7712 -1.0348 0.0 0.0 0.0 -0.3554
C 2.4777 2.6225 -1.7124 0.0 0.0 0.0 -0.7718
C 1.9716 1.5765 -0.9813 0.0 0.0 0.0 -0.1064
N 1.8867 1.6336 0.3563 0.0 0.0 0.0 0.4388
H 3.1274 4.7046 0.8967 0.0 0.0 0.0 0.4854
H 3.2993 4.6083 -1.5887 0.0 0.0 0.0 0.4552
H 2.5614 2.5410 -2.7871 0.0 0.0 0.0 0.5818
H 1.6251 0.6685 -1.4468 0.0 0.0 0.0 0.1980
F -1.2923 -3.3537 -3.3802 0.0 0.0 0.0 -0.3531
C -0.2384 -2.6220 -3.7356 0.0 0.0 0.0 0.3312
C -0.1556 -2.1720 -5.0352 0.0 0.0 0.0 0.2479
F -1.1298 -2.5031 -5.8700 0.0 0.0 0.0 -0.3140
C 0.8774 -1.3173 -5.4645 0.0 0.0 0.0 0.2288
C 1.8439 -0.9974 -4.4928 0.0 0.0 0.0 0.5446
C 1.7627 -1.4738 -3.2068 0.0 0.0 0.0 0.4641
F 2.7348 -1.1441 -2.3446 0.0 0.0 0.0 -0.4940
C 0.7061 -2.2722 -2.7730 0.0 0.0 0.0 0.7713
C 0.5618 -2.6489 -1.3649 0.0 0.0 0.0 -0.0084
C 0.8308 -1.7494 -0.3966 0.0 -0.1 0.1 -0.0240
N 0.9715 -0.9645 0.4718 0.1 0.0 0.0 -0.3337
C 0.0575 -3.9108 -0.9359 0.0 0.0 0.0 -0.2018
N -0.3372 -4.9186 -0.5449 0.0 0.0 0.0 -0.5213
F 2.8851 -0.2342 -4.8083 0.0 0.0 0.0 -0.3619
C 0.9247 -0.7773 -6.7925 0.0 0.0 0.0 0.4485
C 0.1390 -1.2788 -7.8564 0.0 0.0 0.0 0.0393
N -0.4695 -1.6582 -8.7591 0.0 0.0 0.0 -0.4373
C 1.7303 0.3416 -7.1169 0.0 0.0 0.0 -0.0013
N 2.3406 1.2769 -7.4025 0.0 0.0 0.0 -0.4540
C -4.1259 0.4978 0.1641 0.0 0.0 0.0 -0.3595
C -3.1149 -0.6221 0.2848 0.0 0.0 0.0 -0.6008
N -1.9149 -0.0790 0.9035 0.0 0.0 0.0 0.8874
C -1.9332 0.8082 1.9090 0.0 0.0 0.0 -0.2461
N -0.7716 1.1967 2.4743 0.0 0.0 0.0 0.9493
C -0.8699 2.1066 3.6335 0.0 0.0 0.0 -0.9888
C -2.1291 1.8512 4.4308 0.0 0.0 0.0 -0.7885
C -3.3114 2.0581 3.5207 0.0 0.0 0.0 -0.7128
N -3.1257 1.2922 2.2906 0.0 0.0 0.0 0.3082
C -4.3710 1.0558 1.5488 0.0 0.0 0.0 -0.8150
H -5.0649 0.1377 -0.2536 0.0 0.0 0.0 0.3985
H -3.7300 1.2716 -0.4961 0.0 0.0 0.0 0.0311
H -2.8335 -1.0201 -0.6876 0.0 0.0 0.0 0.2843
H -3.5129 -1.4455 0.8845 0.0 0.0 0.0 0.2835
H -1.0216 -0.3561 0.5336 0.0 0.0 0.0 -0.3637
H -0.8265 3.1451 3.2927 0.0 0.0 0.0 0.3223
H -0.0011 1.9426 4.2634 0.0 0.0 0.0 0.4214
H -2.1806 2.5327 5.2788 0.0 0.0 0.0 0.3855
H -2.1221 0.8291 4.8182 0.0 0.0 0.0 0.3164
H -3.4352 3.1166 3.2731 0.0 0.0 0.0 0.3228
H -4.2393 1.7151 3.9815 0.0 0.0 0.0 0.4014
H -4.8981 2.0103 1.4973 0.0 0.0 0.0 0.4051
H -4.9909 0.3693 2.1330 0.0 0.0 0.0 0.3857

65
Properties=species:S:1:pos:R:3:forces:R:3:mulliken_charge:R:1 method="wB97M-V/def2-TZVPD" total_charge=+2 homo_lumo_gap_ev="4.6 / 4.0" e_above_lowest_kcal_mol=17.7
Rh 2.6334 1.0262 1.6033 0.3 0.0 -0.4 0.6985
C 3.2536 6.5141 1.3476 0.0 0.1 0.0 -1.3878
C 2.9408 5.2831 2.1403 0.0 -0.1 0.1 0.4132
C 2.5972 5.3311 3.4917 0.0 -0.1 -0.1 -0.2816
C 2.2993 4.1721 4.1976 0.0 -0.1 -0.1 -0.6957
C 2.3722 2.9889 3.5020 0.0 0.1 0.0 0.3481
Br 1.9835 1.2783 4.2093 0.0 0.0 0.0 -0.0045
N 2.7107 2.9147 2.2161 -0.2 -0.1 0.2 0.2662
C 2.9810 4.0325 1.5371 0.1 0.0 -0.1 -0.5934
H 3.2331 7.3983 1.9790 0.0 0.0 0.0 0.3976
H 2.5271 6.6535 0.5472 0.0 0.0 0.0 0.3449
H 4.2413 6.4437 0.8940 0.0 0.0 0.0 0.3549
H 2.5570 6.2854 3.9996 0.0 0.0 0.0 0.4276
H 2.0208 4.1885 5.2411 0.0 0.0 0.0 0.4911
H 3.2279 3.9137 0.4879 0.0 0.0 0.1 0.6738
Cl 2.5840 -0.9631 -3.3611 0.0 0.1 0.1 -0.1024
C 3.2267 -0.4526 -1.8617 0.0 -0.1 -0.1 0.3940
C 3.2730 -1.3711 -0.7919 0.1 0.0 0.2 -0.7272
C 3.8272 -1.0080 0.4154 -0.2 -0.3 -0.1 -0.1643
C 4.3735 0.3003 0.6018 0.3 0.0 0.4 -0.4964
C 4.7036 0.7321 1.9277 -0.1 0.0 -0.1 -0.7817
C 4.2247 1.2236 -0.4663 -0.2 0.1 0.1 0.4699
C 3.6924 0.8342 -1.6988 0.0 0.1 0.0 -1.0241
H 2.8982 -2.3733 -0.9505 0.0 0.0 0.0 0.5098
H 3.9067 -1.7313 1.2221 0.0 0.0 -0.1 0.4437
H 5.2174 1.6760 2.0617 0.1 0.0 0.0 0.3000
H 4.9054 -0.0227 2.6851 0.0 0.1 -0.1 0.2886
H 4.6459 2.2134 -0.3475 0.0 0.0 0.0 0.7466
H 3.6532 1.5283 -2.5262 0.0 0.0 0.0 0.5214
Cl -7.7295 -4.3533 -1.3879 0.0 0.0 0.0 -0.1844
C -6.2576 -3.4898 -1.1376 0.0 0.0 0.0 0.3461
C -5.8401 -2.5502 -2.0694 0.0 -0.1 0.1 -0.9990
C -4.6464 -1.8858 -1.8553 0.0 0.0 0.0 -0.1972
C -3.8552 -2.1288 -0.7351 0.0 0.0 0.1 0.0185
C -2.5573 -1.3618 -0.5840 0.0 0.1 0.1 -0.4288
C -2.6527 -0.3351 0.5492 -0.1 -0.1 0.0 -1.1935
N -1.4594 0.5106 0.6149 0.3 -0.2 -0.1 0.1654
C -1.3344 1.7930 0.1489 0.0 0.1 0.1 -0.5573
C -0.0436 2.1611 0.3690 -0.2 0.1 0.0 -0.9046
N 0.6214 1.1114 0.9574 -0.1 0.0 0.0 0.5063
C -0.2578 0.1268 1.0720 -0.3 0.1 0.1 -0.5058
O -1.4294 -2.1736 -0.2993 0.0 0.1 0.1 -0.2256
C -0.7216 -2.6245 -1.4509 0.1 0.0 -0.1 -0.7544
C -1.5427 -3.4529 -2.3853 -0.1 0.1 -0.2 0.2880
C -1.9404 -3.0685 -3.6357 0.0 0.0 0.1 0.5379
Cl -1.6156 -1.5595 -4.4019 0.0 0.0 0.0 -0.1967
S -2.9094 -4.2346 -4.4302 0.0 0.0 0.2 -0.1516
C -2.8087 -5.2741 -3.0709 0.1 0.0 0.0 -0.3475
C -2.0551 -4.7449 -2.0710 -0.1 0.0 -0.1 -0.9058
C -4.3186 -3.0655 0.1890 0.0 0.0 -0.1 1.2221
Cl -3.4183 -3.4512 1.6293 0.0 0.0 0.0 -0.2097
C -5.5060 -3.7517 -0.0024 0.0 0.1 -0.1 -0.9109
H -6.4354 -2.3555 -2.9490 0.0 0.0 0.0 0.4518
H -4.3075 -1.1658 -2.5906 0.0 0.0 0.0 0.4203
H -2.3815 -0.8155 -1.5215 0.0 0.0 0.0 0.5313
H -2.7671 -0.8393 1.5070 0.0 0.0 0.0 0.4581
H -3.5111 0.3166 0.3961 0.0 0.0 0.0 0.2572
H -2.1666 2.3293 -0.2688 0.0 0.0 0.0 0.4441
H 0.4332 3.1011 0.1556 0.0 0.0 0.0 0.5065
H -0.0792 -0.8484 1.4895 0.0 -0.1 0.0 0.5463
H 0.1038 -3.2150 -1.0473 0.0 0.0 0.0 0.3317
H -0.3083 -1.7616 -1.9851 0.0 0.0 0.0 0.4192
H -3.3034 -6.2301 -3.0933 0.0 0.0 0.0 0.4809
H -1.8703 -5.2440 -1.1320 0.0 0.0 0.1 0.4402
H -5.8389 -4.4789 0.7226 0.0 0.0 0.0 0.4701

65
Properties=species:S:1:pos:R:3:forces:R:3:mulliken_charge:R:1 method="wB97M-V/def2-TZVPD" total_charge=+2 s2=6.048 homo_lumo_gap_ev="5.1 / 3.3" multiplicity=5
Rh -2.5307 -2.0657 -0.4584 -0.1 0.1 -0.5 0.3740
C -0.5017 -7.6505 -0.4898 0.0 0.0 0.0 -1.3637
C -1.3427 -6.5602 0.1145 0.1 0.0 0.0 0.5799
C -2.1398 -6.7710 1.2341 0.0 0.0 0.0 -0.2320
C -2.8838 -5.7352 1.7807 0.0 0.0 0.0 -0.7928
C -2.7789 -4.5138 1.1573 0.0 0.0 0.0 0.5132
Br -3.6843 -2.9624 1.7945 -0.2 -0.1 0.4 -0.0840
N -2.0514 -4.2702 0.0831 0.1 -0.1 0.1 0.2245
C -1.3450 -5.2815 -0.4298 -0.1 0.0 -0.1 -0.7712
H -0.6513 -8.5941 0.0300 0.0 0.0 0.0 0.3760
H 0.5578 -7.3986 -0.4325 0.0 0.0 0.0 0.3257
H -0.7479 -7.7995 -1.5412 0.0 0.0 0.0 0.3421
H -2.1830 -7.7541 1.6862 0.0 0.0 0.0 0.3985
H -3.5140 -5.8755 2.6463 0.0 0.0 0.0 0.4572
H -0.7690 -5.0534 -1.3197 0.0 0.0 0.0 0.5177
Cl -2.2610 1.1553 -6.5611 0.0 0.0 0.0 -0.1893
C -2.6856 0.0704 -5.2876 0.0 0.0 0.0 0.4072
C -3.2730 0.5700 -4.1300 0.0 0.0 0.1 -0.7712
C -3.6233 -0.2984 -3.1202 -0.1 0.1 0.0 -0.2205
C -3.4104 -1.6885 -3.2398 -0.1 0.0 0.1 1.2924
C -3.8087 -2.5942 -2.2014 0.2 0.2 0.0 -1.7649
C -2.8072 -2.1569 -4.4228 0.1 0.0 0.0 -0.5431
C -2.4468 -1.2904 -5.4339 0.0 -0.1 0.0 -0.6605
H -3.4574 1.6318 -4.0416 0.0 0.0 0.0 0.4301
H -4.0940 0.0856 -2.2213 0.0 0.0 0.0 0.3986
H -3.7852 -3.6560 -2.4119 0.0 0.0 0.0 0.4398
H -4.6073 -2.2643 -1.5245 0.0 0.0 0.0 0.4461
H -2.6415 -3.2203 -4.5445 0.0 0.0 0.0 0.3677
H -1.9883 -1.6580 -6.3414 0.0 0.0 0.0 0.4215
Cl 5.3584 6.0952 4.2038 0.0 0.0 -0.1 -0.1568
C 4.3009 4.9785 3.4326 0.0 0.0 0.1 0.3576
C 4.8180 3.9493 2.6653 0.0 -0.1 0.0 -1.0580
C 3.9384 3.0648 2.0606 0.1 0.0 0.1 -0.3154
C 2.5531 3.1715 2.2021 0.0 0.0 0.0 -0.2041
C 1.6786 2.1692 1.4744 0.1 0.2 -0.2 -0.2844
C 1.0153 1.1679 2.4081 -0.2 -0.1 0.1 -1.2660
N 0.5029 0.0033 1.7020 0.2 0.1 -0.2 0.2152
C 1.1344 -1.2169 1.5897 0.0 0.0 0.0 -0.2843
C 0.3792 -1.9553 0.7380 0.0 0.1 -0.1 -0.8344
N -0.6988 -1.2051 0.3142 0.1 -0.2 0.2 -0.0849
C -0.5883 -0.0374 0.9122 0.0 0.1 -0.1 -0.2542
O 0.6424 2.8009 0.7265 -0.1 -0.4 -0.1 -0.2899
C 1.0297 3.3221 -0.5246 0.1 0.3 0.2 -0.8899
C 1.8915 4.5481 -0.3132 0.2 0.0 -0.2 0.3925
C 3.2933 4.6437 -0.5836 -0.2 0.1 0.1 0.6122
Cl 4.2277 3.4701 -1.2824 0.1 -0.2 -0.2 -0.0235
S 3.9861 6.1573 -0.1310 -0.1 -0.1 0.0 0.0031
C 2.4568 6.6792 0.3974 -0.2 -0.1 0.0 -0.2408
C 1.4387 5.7254 0.2328 0.1 0.3 0.0 -0.6837
C 2.0692 4.2144 2.9915 0.0 0.0 0.1 1.1810
Cl 0.3695 4.4576 3.2491 0.1 0.0 0.0 -0.1172
C 2.9279 5.1168 3.5973 0.0 0.1 0.0 -0.8424
H 5.8875 3.8460 2.5438 0.0 0.0 0.0 0.4726
H 4.3417 2.2553 1.4619 0.0 0.0 0.0 0.5778
H 2.3284 1.6150 0.7837 0.0 0.0 0.0 0.5977
H 0.1912 1.6530 2.9295 0.1 0.0 0.1 0.4307
H 1.7420 0.8237 3.1415 0.0 0.0 0.0 0.3543
H 2.0308 -1.4517 2.1369 0.0 0.0 0.0 0.4237
H 0.5400 -2.9614 0.3932 0.0 0.0 0.0 0.4350
H -1.2567 0.7997 0.7943 0.0 0.0 0.0 0.5011
H 0.1081 3.6330 -1.0145 0.0 0.0 -0.1 0.4110
H 1.5289 2.5790 -1.1514 0.1 0.0 0.0 0.4826
H 2.3448 7.6747 0.8059 0.0 0.0 0.0 0.4842
H 0.4141 5.8956 0.5331 0.0 0.1 0.0 0.4755
H 2.5301 5.9173 4.2059 0.0 0.0 0.0 0.5029

The evaluated largest force on an atom for the records listed, in turn: 0.129 0.532 0.561 eV/Å.